# 1
{
  "formula": "C17H50N4O6",
  "method": "ωB97M-V/def2-TZVPD",
  "spin_multiplicity": 2,
  "e_lumo_ev": [-2.58, -8.90],
  "homo_ha": [-0.3977, -0.3977],
  "charge": 1,
  "species": ["H", "H", "N", "H", "H", "H", "H", "H", "H", "C", "H", "C", "C", "H", "O", "H", "C", "H", "H", "C", "H", "C", "H", "H", "H", "H", "H", "H", "C", "H", "C", "C", "C", "O", "O", "H", "O", "C", "H", "H", "H", "N", "C", "H", "H", "N", "C", "H", "H", "C", "H", "H", "H", "C", "H", "C", "O", "H", "H", "H", "H", "H", "N", "H", "H", "H", "H", "H", "H", "H", "H", "H", "O", "H", "H", "C", "H"],
  "positions_angstrom": [[-11.781, -24.926, 8.838], [-13.280, -25.300, 2.349], [-14.428, -25.975, 11.535], [-7.552, -24.748, 3.255], [-10.371, -25.218, 5.233], [-9.818, -24.862, 0.208], [-8.912, -25.678, 5.949], [-11.917, -29.651, 8.581], [-13.559, -25.412, 3.832], [-17.014, -22.898, 9.741], [-14.906, -31.428, 10.122], [-11.487, -24.611, 7.837], [-9.771, -25.031, 6.124], [-13.241, -22.547, 7.555], [-11.304, -23.190, 7.814], [-12.403, -26.918, 2.927], [-14.029, -32.063, 10.241], [-8.275, -23.730, 2.110], [-11.448, -25.097, 2.309], [-15.136, -25.188, 10.526], [-12.226, -21.459, 8.398], [-9.879, -25.728, 0.868], [-15.303, -26.978, 9.276], [-9.785, -26.625, 0.256], [-12.003, -29.915, 10.218], [-13.563, -28.970, 5.788], [-13.888, -26.003, 8.983], [-12.095, -25.277, -0.128], [-12.458, -22.521, 8.312], [-17.799, -22.369, 9.201], [-13.035, -31.496, 9.160], [-11.459, -27.126, 2.422], [-10.273, -25.459, 7.480], [-8.780, -25.768, 1.788], [-13.882, -25.001, 3.031], [-9.264, -24.568, 3.445], [-13.635, -31.934, 11.603], [-12.615, -30.036, 9.324], [-17.206, -25.886, 10.988], [-12.754, -22.990, 9.250], [-10.759, -27.292, 3.241], [-12.290, -25.926, 0.620], [-13.793, -27.946, 6.084], [-14.794, -27.728, 5.713], [-15.304, -31.878, 12.695], [-13.429, -31.626, 7.812], [-14.531, -32.614, 12.479], [-16.741, -24.502, 11.808], [-13.715, -32.567, 7.581], [-8.478, -24.629, 2.692], [-14.305, -31.159, 7.626], [-13.751, -27.772, 7.160], [-17.105, -22.530, 10.763], [-14.953, -25.948, 9.208], [-15.474, -25.481, 8.373], [-16.588, -24.998, 10.849], [-17.259, -24.279, 9.813], [-14.354, -33.065, 9.961], [-14.996, -33.556, 12.187], [-14.663, -24.220, 10.363], [-12.281, -24.836, 7.125], [-12.123, -26.940, 6.018], [-10.624, -26.897, 7.405], [-10.809, -27.226, 8.342], [-12.109, -32.064, 9.254], [-9.526, -23.969, 6.125], [-9.558, -25.331, 8.292], [-13.921, -32.946, 13.319], [-11.526, -28.103, 1.944], [-13.399, -29.297, 9.492], [-14.660, -25.674, 12.470], [-16.012, -22.674, 9.376], [-12.915, -27.010, 5.481], [-14.800, -26.913, 11.474], [-9.772, -27.352, 7.110], [-11.227, -25.888, 1.593], [-12.095, -26.808, 0.168]],
  "atomic_forces_ev_per_a": [[-0.4191, 0.0789, 0.2385], [-0.4861, 0.0226, -0.2206], [0.0272, 0.2514, 0.1018], [0.0024, -1.1024, -0.3132], [-0.9756, -0.1400, 0.4798], [-0.2814, 0.3865, 0.3867], [0.6861, 0.4477, -0.2448], [-0.4181, -0.4387, -0.6576], [-0.0528, -0.3049, 0.7107], [-0.0101, 0.0016, 1.3199], [-0.6242, 0.0903, -0.1298], [-0.7164, 0.1153, 0.1907], [1.3928, -0.1969, -0.1164], [-0.4225, -0.4063, 0.1100], [0.7876, -0.7681, 0.1006], [-0.0514, -0.4990, 0.0357], [-0.3253, 1.7230, -0.6295], [-0.8052, 0.1085, -0.1346], [0.8587, 0.9169, -0.2508], [0.2709, -1.2182, -0.7152], [0.2648, -0.1660, 0.4343], [3.1998, 0.0780, -0.0148], [-0.2016, -0.0868, 0.1653], [0.2716, -0.0901, 0.1176], [-0.1130, -0.2694, 0.4622], [0.2136, -0.1145, 0.3177], [0.0404, 0.0538, -0.0740], [-0.8206, 0.9682, -0.1733], [0.4336, -0.0297, -0.7244], [0.1547, -0.4290, -0.4477], [1.3837, 0.2734, 1.7092], [0.5693, -0.5763, 1.2993], [-0.9880, 0.6377, -0.3111], [-1.0361, 0.4713, 0.3140], [0.0097, 0.3589, -0.1829], [-0.3492, 0.2458, -0.2822], [0.5004, -1.3422, -1.2997], [0.7174, 0.5589, 1.7028], [0.5365, -0.5985, -0.4037], [-0.2814, 0.3134, 0.1055], [0.2637, 0.3892, -0.0694], [2.7525, -0.0155, -0.9585], [-0.1805, 0.4546, -0.1227], [-0.0546, 0.0536, 0.1578], [-0.2324, -0.3373, 0.6595], [-1.5415, -0.9141, -1.6630], [0.4936, 0.5260, 0.4575], [0.3165, 0.5695, 0.2419], [0.4599, -0.6181, 0.0197], [0.1234, -0.1594, -0.8966], [-0.1526, 0.7942, 0.1171], [-0.2437, -0.5270, 0.0961], [0.2768, 0.4776, 0.2316], [0.1032, 0.1428, -0.1666], [0.0094, 0.0806, 0.0786], [-1.3026, 1.0004, -0.3228], [-0.4277, -0.5488, -0.4661], [0.3651, -0.3439, 0.1408], [0.0498, 0.0798, -1.0745], [0.0750, 0.1594, 0.4545], [-0.3270, -0.3200, -0.0033], [0.5145, -0.1655, 0.5405], [-0.3151, 0.8133, -0.0873], [-0.1696, -0.2546, 0.1731], [0.1401, -0.1790, 0.1217], [0.3161, -0.1099, 0.0131], [0.5567, 0.4081, -0.3763], [-0.2315, 0.6491, 0.4243], [-0.0676, 0.2344, -0.6302], [-0.4803, -0.1936, -0.3885], [0.0785, 0.2755, 0.2257], [-0.0095, 0.1831, -0.2819], [-0.1696, 0.3851, -1.1095], [0.0922, -0.3397, 0.0130], [0.0543, -0.3955, -0.0391], [-2.8593, -0.7527, 1.8060], [-1.2194, -0.8268, -0.2919]]
}

***

# 2
{
  "formula": "C17H50O8",
  "method": "ωB97M-V/def2-TZVPD",
  "de_lowest_kj_mol": 194.9,
  "e_lumo_ev": 0.66,
  "homo_ha": -0.3455,
  "species": ["H", "C", "H", "C", "O", "H", "C", "C", "H", "H", "H", "H", "H", "H", "O", "H", "H", "H", "H", "H", "H", "H", "C", "C", "H", "H", "H", "H", "O", "O", "H", "H", "H", "C", "H", "H", "H", "H", "O", "H", "H", "H", "C", "H", "H", "H", "H", "C", "O", "H", "H", "H", "H", "H", "C", "H", "H", "C", "H", "C", "H", "H", "O", "O", "H", "C", "H", "C", "H", "C", "H", "C", "H", "H", "C"],
  "positions_angstrom": [[2.796, -0.681, -0.235], [-2.582, -1.398, -4.118], [-2.732, -0.481, -4.605], [-4.187, 0.663, 2.124], [3.120, -2.991, -0.169], [-2.726, 0.810, 3.775], [-1.696, -1.199, -2.889], [2.457, 0.976, 5.097], [-0.401, 1.588, -5.133], [-0.029, 5.272, 0.049], [-0.017, -1.683, 1.717], [-1.706, -2.064, -2.219], [2.851, 1.511, 5.972], [1.801, -3.159, -3.216], [1.676, -0.779, 1.553], [2.581, 0.943, 0.379], [0.753, -4.086, 0.365], [3.345, -2.573, -2.713], [-0.083, 1.784, -2.500], [-0.692, 3.216, -4.508], [1.731, -5.123, -0.644], [2.576, -0.134, 5.252], [2.039, -3.083, -1.134], [-0.231, 3.175, 0.011], [0.374, 0.817, 5.140], [0.704, 3.101, -0.576], [1.750, -0.143, 2.326], [-1.561, 1.718, 0.172], [-1.082, 2.234, -0.503], [-1.696, 0.930, 2.025], [-2.438, -3.537, 3.456], [-1.606, -0.034, 1.814], [0.067, 1.069, 2.985], [2.266, 1.504, -4.586], [3.039, -4.259, -2.636], [-2.940, 2.306, 2.926], [2.777, 1.842, -5.506], [-2.103, -2.861, 5.073], [-0.858, -1.698, 2.163], [1.079, 2.460, 4.903], [-0.103, -3.086, 3.501], [2.722, -2.660, 0.678], [1.064, -4.272, -0.636], [-1.448, 4.729, -0.957], [0.125, -0.427, -3.288], [-2.031, -2.130, -4.714], [3.073, 1.183, 4.232], [-0.743, -2.220, 3.494], [-0.346, -1.277, -3.356], [3.045, 1.256, -3.833], [-4.992, 0.736, 2.869], [-0.279, -1.468, 4.192], [-4.358, 1.192, 1.149], [1.461, -2.132, -1.179], [-2.859, 1.203, 2.790], [1.168, 0.166, -0.245], [1.908, 0.519, -4.898], [1.156, 1.402, 4.643], [-1.513, 4.690, 0.775], [-2.141, -2.677, 4.004], [-3.534, -1.860, -3.876], [0.446, 3.081, -5.724], [0.979, 1.179, 3.262], [0.733, 1.412, -2.834], [-3.932, -0.347, 1.898], [2.571, -3.297, -2.505], [0.233, -4.300, -1.335], [0.008, 2.562, -4.830], [-0.001, 2.997, 1.114], [-0.852, 4.543, -0.074], [1.616, 3.267, -3.472], [2.086, -0.059, 0.289], [-2.909, -1.930, 3.819], [-1.941, -0.230, -2.432], [1.172, 2.301, -3.907]],
  "atomic_forces_ev_per_a": [[-0.1893, -0.2663, -0.2223], [0.4475, -1.8112, 1.2096], [-0.1573, 1.1157, -0.9705], [1.8198, 1.3818, 0.2255], [-0.8993, 0.4916, 0.2643], [-0.1073, -0.5751, 0.8020], [0.5669, -0.3985, -0.8022], [2.5108, -1.9489, 0.0740], [-0.0879, 0.4082, -0.0135], [-0.5229, 0.0458, -0.2821], [1.1477, 0.2285, -0.1266], [-0.8775, 0.4374, 0.3439], [-0.2747, -0.1620, -0.2911], [-0.9104, 0.0382, -0.7977], [1.2717, 1.5668, -0.7200], [-0.3655, -0.8464, 0.8741], [-0.4428, 0.2158, 0.7492], [0.2336, 0.4249, -0.0533], [-0.4242, 0.0803, 0.6100], [-2.4475, 1.7944, 1.5607], [-0.3221, -0.6124, -0.1456], [-0.3245, 1.0158, 0.0048], [-1.4698, -0.5578, 1.8836], [1.0299, 0.5081, 1.4437], [-0.1641, 0.4615, 0.3557], [-0.2035, 0.1976, 0.3726], [-0.3306, -0.6707, -1.1700], [0.4771, 0.3969, 0.0869], [-1.4433, -1.9582, -0.8277], [0.1510, -0.1026, -0.6492], [-0.2369, -0.9522, -0.2776], [-0.0915, 0.4152, 0.6332], [-0.6858, 0.1118, 0.0616], [1.2569, -1.0864, 0.0936], [0.0465, -0.5795, 0.0187], [0.2772, -0.6320, -0.3003], [-0.4522, 0.7284, 0.6255], [0.0047, -0.2262, 0.0924], [-1.4472, -0.3674, 0.7361], [-0.5270, 0.1507, -0.2487], [0.4359, -0.3551, -0.0931], [0.5048, -0.3693, -1.0506], [1.9205, 2.0022, -1.6374], [0.2273, -0.0534, -0.4579], [-0.3057, -0.1025, 0.1360], [-0.2229, 0.3071, -0.3562], [0.8927, 0.2290, 0.0016], [-0.6782, 0.6597, 0.5092], [0.6804, 0.7360, -0.0280], [-0.2936, 0.3385, -0.4330], [0.0194, -0.0179, -0.6094], [-0.4744, -0.4464, -0.6439], [-0.1787, -0.3420, 1.0887], [0.2926, -0.5094, 0.3219], [-1.3227, 0.8754, -0.8525], [0.0090, -0.3463, -0.4156], [-0.4869, -0.0151, 0.1643], [-2.7994, 0.1707, 0.5876], [-0.2280, 0.0312, 0.1563], [1.0908, 1.2776, -0.3283], [-0.3044, 0.1443, 0.1334], [-0.4307, -0.6183, 0.3972], [1.2718, 0.1063, -0.4821], [0.5338, 0.6353, -0.5249], [-0.4040, -1.0609, -0.1897], [1.0932, -0.1449, 0.3659], [-0.1558, -0.4942, 0.0891], [3.0274, -1.3080, -2.4432], [0.0307, -0.0826, -1.3369], [0.7621, 0.8739, 0.7917], [-0.7204, -1.2211, -0.4573], [-0.3950, 0.5315, 1.3260], [0.0652, 0.3175, 0.0344], [0.2779, -0.3740, 0.4161], [0.4293, 0.1642, 0.5972]]
}

***

E_tot, respectively: -1347.67786; -1279.52362 hartree.